171
Properties=species:S:1:pos:R:3:lowdin_charge:R:1 method="wB97M-V/def2-TZVPD" orbital_gap_ev=7.314 total_charge=+1 max_force_ev_per_a=2.94 homo_ev=-10.499
C -1.569 4.885 0.424 0.0537
C -2.145 3.773 0.970 -0.1747
C -1.561 3.182 2.206 -0.1151
N -1.439 1.692 2.209 0.2051
C -0.400 1.025 1.837 -0.2956
N 0.736 1.752 1.414 -0.0022
C 1.039 1.455 -0.005 -0.0810
C -0.154 1.915 -0.832 -0.2022
O -0.021 2.568 -1.852 0.0685
C 1.839 1.376 2.335 -0.3024
S 3.341 2.297 1.909 0.7732
O 2.877 3.538 1.360 -0.2600
O 4.191 1.602 0.989 -0.2510
C 4.238 2.823 3.490 -0.6336
F 5.551 2.675 3.332 0.1654
F 3.777 2.201 4.575 0.1114
F 3.982 4.132 3.638 0.1353
C 2.011 -0.151 2.438 -0.3481
P 3.527 -0.718 3.409 1.0622
C 4.841 -1.206 2.191 -0.3880
C 6.190 -0.496 2.496 -0.1450
C 3.010 -2.338 4.141 -0.3786
C 2.796 -3.474 3.100 -0.1393
C 0.695 -0.792 2.855 -0.1823
C 0.214 -0.427 4.268 -0.1612
O 1.196 0.299 4.965 -0.1458
C 0.784 0.558 6.297 -0.2420
O 1.805 1.180 6.972 -0.0872
C 2.602 0.280 7.729 -0.1792
C 3.857 0.983 8.206 -0.2277
O 4.488 0.123 9.136 -0.0460
N -0.335 -0.319 1.863 0.0235
O -1.589 -0.879 2.100 -0.0865
C -1.714 -2.194 1.506 -0.1278
C -2.335 -3.103 2.559 -0.3470
C -2.324 -4.514 1.932 -0.0475
C -3.803 -2.717 2.837 -0.1310
C -4.113 -2.297 4.290 -0.3951
C -3.910 -0.793 4.514 -0.0753
C -3.417 -3.146 5.368 -0.0538
H -0.566 4.877 0.001 0.0729
H -2.106 5.824 0.339 0.0686
H -2.997 3.334 0.449 0.0720
H -0.624 3.653 2.486 0.1266
H -2.261 3.406 3.008 0.1351
H -2.247 1.180 2.543 0.1592
H 1.170 0.391 -0.228 0.1356
H 1.892 2.001 -0.389 0.1267
H -1.189 1.625 -0.543 0.1086
H 1.548 1.773 3.312 0.1354
H 2.200 -0.489 1.415 0.1131
H 5.036 -2.276 2.207 0.0644
H 4.515 -0.961 1.183 0.0656
H 6.983 -1.233 2.554 0.0683
H 6.398 0.254 1.744 0.0614
H 6.099 -0.022 3.471 0.0404
H 3.828 -2.660 4.782 0.0794
H 2.138 -2.224 4.780 0.0565
H 2.052 -4.200 3.414 0.0714
H 3.744 -3.965 2.909 0.0657
H 2.511 -3.034 2.143 0.0584
H 0.763 -1.871 2.778 0.1235
H -0.732 0.124 4.292 0.1139
H 0.010 -1.359 4.812 0.1321
H -0.061 1.253 6.263 0.1488
H 0.515 -0.371 6.815 0.1446
H 2.081 -0.155 8.585 0.1351
H 2.904 -0.549 7.078 0.1270
H 3.598 1.943 8.652 0.1274
H 4.501 1.154 7.343 0.1189
H 4.660 0.609 9.942 0.0891
H -2.346 -2.147 0.621 0.1352
H -0.726 -2.579 1.260 0.1283
H -1.683 -3.042 3.430 0.1254
H -1.323 -4.869 1.705 0.0816
H -2.878 -5.190 2.577 0.0857
H -2.914 -4.440 1.018 0.0887
H -4.024 -1.849 2.212 0.1053
H -4.495 -3.501 2.539 0.1199
H -5.184 -2.450 4.424 0.1276
H -4.453 -0.534 5.423 0.0851
H -4.388 -0.230 3.713 0.0754
H -2.863 -0.535 4.669 0.0513
H -4.099 -3.542 6.113 0.0800
H -2.724 -2.501 5.915 0.0702
H -2.815 -3.960 4.972 0.0679
C 1.711 2.118 -6.909 -0.0639
C 0.990 2.026 -5.568 -0.4306
C -0.068 0.922 -5.478 -0.2167
O -1.295 1.203 -6.107 -0.2029
C -1.343 0.981 -7.506 -0.0896
N 0.410 3.335 -5.255 0.0521
H 1.102 2.600 -7.674 0.0693
H 2.619 2.712 -6.805 0.0772
H 2.000 1.130 -7.273 0.0765
H 1.744 1.789 -4.811 0.1338
H -0.328 0.814 -4.419 0.1066
H 0.329 -0.049 -5.808 0.1178
H -0.733 0.119 -7.790 0.0728
H -1.028 1.868 -8.060 0.0838
H -2.380 0.779 -7.776 0.0891
H 0.015 3.294 -4.319 0.0429
H -0.401 3.457 -5.856 0.0705
C 0.251 -2.887 -8.847 -0.0582
C -1.147 -2.508 -9.321 -0.4360
C -2.075 -3.710 -9.550 -0.2090
O -1.826 -4.437 -10.735 -0.1831
C -0.754 -5.359 -10.662 -0.1012
N -1.033 -1.672 -10.519 0.0460
H 0.882 -3.260 -9.652 0.0707
H 0.757 -2.014 -8.429 0.0694
H 0.207 -3.646 -8.063 0.0609
H -1.597 -1.903 -8.527 0.1162
H -3.095 -3.331 -9.655 0.1228
H -2.078 -4.383 -8.681 0.1162
H -0.681 -5.817 -9.671 0.0851
H 0.193 -4.883 -10.923 0.0770
H -0.943 -6.143 -11.395 0.0893
H -1.954 -1.323 -10.770 0.0737
H -0.787 -2.281 -11.295 0.0715
C 3.149 7.589 6.549 -0.0689
C 1.911 7.497 7.437 -0.4296
C 1.625 6.080 7.955 -0.2050
O 1.066 5.197 6.998 -0.1864
C 1.994 4.618 6.104 -0.1171
N 0.768 8.058 6.712 0.0398
H 2.964 7.219 5.541 0.0638
H 3.466 8.627 6.453 0.0784
H 3.983 7.025 6.974 0.0783
H 2.095 8.125 8.314 0.1367
H 0.876 6.157 8.748 0.1221
H 2.520 5.633 8.409 0.1197
H 2.956 4.420 6.585 0.0939
H 2.139 5.254 5.227 0.0714
H 1.577 3.668 5.762 0.0700
H -0.032 8.105 7.337 0.0725
H 0.488 7.380 6.009 0.0658
C -3.440 2.622 -3.300 -0.0491
C -3.551 1.373 -2.432 -0.4155
C -4.605 0.372 -2.923 -0.2068
O -5.941 0.737 -2.649 -0.1867
C -6.509 1.676 -3.548 -0.0956
N -3.791 1.771 -1.034 0.0401
H -4.246 3.333 -3.123 0.0700
H -2.506 3.143 -3.085 0.0651
H -3.436 2.362 -4.360 0.0804
H -2.582 0.863 -2.474 0.1224
H -4.450 -0.570 -2.388 0.1190
H -4.476 0.152 -3.990 0.1259
H -6.143 1.532 -4.568 0.0940
H -6.312 2.700 -3.223 0.0760
H -7.588 1.528 -3.541 0.0902
H -3.758 0.939 -0.449 0.0701
H -4.759 2.076 -0.965 0.0849
C -0.096 -6.284 -3.355 -0.0697
C -0.012 -4.791 -3.659 -0.4335
C -0.041 -4.458 -5.158 -0.2197
O 1.162 -4.711 -5.854 -0.2027
C 1.365 -6.063 -6.230 -0.0979
N 1.178 -4.238 -3.001 0.0356
H 0.851 -6.795 -3.522 0.0668
H -0.360 -6.440 -2.308 0.0719
H -0.860 -6.769 -3.965 0.0803
H -0.893 -4.320 -3.212 0.1303
H -0.207 -3.381 -5.254 0.1171
H -0.884 -4.953 -5.660 0.1198
H 0.424 -6.558 -6.485 0.0917
H 1.877 -6.617 -5.441 0.0765
H 2.012 -6.067 -7.107 0.0902
H 1.174 -3.228 -3.110 0.0640
H 1.990 -4.537 -3.535 0.0704



164
Properties=species:S:1:pos:R:3:lowdin_charge:R:1 method="wB97M-V/def2-TZVPD" de_lowest_kcal_mol=44.0 orbital_gap_ev=8.672 max_force_ev_per_a=4.60 smiles="CC1(C)CCCC(C)(C)N1O.CC1(C)CCCC(C)(C)N1O.COCCOCCOC.COCCOCCOC.COCCOCCOC.COCCOCCOC.CN(C)C=O" homo_ev=-8.109
C -2.586 3.738 2.215 -0.0424
C -2.359 5.080 1.584 -0.5228
C -0.959 5.453 2.051 -0.0251
C -2.429 4.974 0.056 -0.1146
C -2.384 6.379 -0.523 -0.1813
C -3.604 7.197 -0.095 -0.1114
C -3.559 7.416 1.462 -0.5074
C -2.375 8.280 1.849 -0.0317
C -4.873 8.009 1.910 -0.0312
N -3.338 6.063 2.057 -0.1041
O -3.282 6.155 3.449 -0.0241
H -1.906 2.989 1.916 0.0395
H -2.713 3.810 3.285 0.0817
H -3.565 3.383 1.863 0.0943
H -0.237 4.603 2.137 0.0802
H -0.585 6.177 1.336 0.0588
H -0.914 5.874 3.037 0.0813
H -1.611 4.363 -0.277 0.0984
H -3.417 4.426 -0.114 0.1455
H -1.421 6.862 -0.113 0.1172
H -2.354 6.372 -1.582 0.0898
H -4.508 6.665 -0.365 0.1140
H -3.495 8.110 -0.713 0.1281
H -2.207 8.273 2.967 0.1083
H -2.720 9.282 1.515 0.0971
H -1.465 7.978 1.407 0.0389
H -5.665 7.388 1.588 0.0727
H -4.972 8.939 1.386 0.0804
H -4.868 8.190 2.983 0.0879
H -4.190 5.910 3.601 0.1024
C 7.186 -0.818 -3.722 -0.0644
C 6.425 -1.267 -2.518 -0.5264
C 7.266 -2.264 -1.746 -0.0347
C 6.190 0.063 -1.663 -0.1249
C 5.014 0.012 -0.712 -0.1615
C 3.729 -0.415 -1.481 -0.1475
C 3.919 -1.825 -2.009 -0.4941
C 4.108 -2.937 -0.928 0.0018
C 2.693 -2.047 -2.935 -0.0216
N 5.102 -1.700 -2.939 -0.0817
O 5.360 -2.983 -3.453 -0.0470
H 6.661 -0.172 -4.428 0.0874
H 8.139 -0.314 -3.500 0.0899
H 7.574 -1.685 -4.328 0.0982
H 6.826 -2.722 -0.835 0.0861
H 7.395 -3.152 -2.329 0.0646
H 8.279 -1.910 -1.507 0.0949
H 7.101 0.246 -1.081 0.1198
H 6.160 0.872 -2.330 0.0901
H 5.148 -0.834 -0.001 0.1047
H 4.971 1.025 -0.283 0.1070
H 3.488 0.187 -2.352 0.1061
H 2.842 -0.406 -0.811 0.1038
H 4.670 -2.573 -0.096 0.0583
H 4.431 -3.860 -1.371 0.0475
H 3.069 -3.131 -0.615 0.0820
H 2.466 -1.109 -3.503 0.0943
H 1.873 -2.331 -2.201 0.0921
H 2.844 -2.982 -3.553 0.0919
H 4.793 -3.050 -4.211 0.0866
C -1.726 1.290 7.935 -0.0968
O -1.342 0.550 6.767 -0.1699
C -2.183 0.850 5.655 -0.2154
C -1.578 0.260 4.394 -0.1508
O -0.198 0.580 4.185 -0.1240
C 0.068 1.950 4.132 -0.1940
C 1.571 1.966 4.001 -0.2287
O 1.914 1.439 2.778 -0.2172
C 3.267 1.108 2.707 -0.0953
H -1.966 2.297 7.671 0.0662
H -0.860 1.249 8.673 0.1111
H -2.638 0.901 8.407 0.0837
H -2.351 1.874 5.509 0.0892
H -3.187 0.469 5.822 0.1292
H -2.125 0.478 3.453 0.1303
H -1.541 -0.815 4.513 0.1264
H -0.191 2.394 4.997 0.0865
H -0.371 2.506 3.266 0.1070
H 2.086 1.438 4.839 0.1397
H 1.972 3.012 4.130 0.1385
H 3.804 2.028 2.937 0.0903
H 3.392 0.949 1.631 0.0662
H 3.513 0.284 3.394 0.1069
C 2.222 3.933 0.287 -0.1012
O 1.161 4.057 -0.609 -0.1845
C 1.451 3.399 -1.838 -0.2057
C 0.232 3.461 -2.686 -0.1948
O -0.785 2.665 -2.071 -0.1789
C -1.901 2.478 -2.963 -0.1702
C -2.805 1.331 -2.638 -0.1759
O -3.797 1.514 -1.604 -0.2334
C -4.726 0.461 -1.417 -0.0998
H 1.816 4.332 1.183 0.0671
H 3.086 4.520 -0.096 0.1029
H 2.523 2.862 0.374 0.0802
H 1.675 2.353 -1.634 0.1102
H 2.326 3.814 -2.361 0.1361
H 0.467 3.222 -3.721 0.1269
H -0.089 4.480 -2.745 0.1197
H -1.511 2.288 -3.962 0.1166
H -2.397 3.526 -2.980 0.1605
H -2.220 0.483 -2.296 0.1268
H -3.389 1.112 -3.540 0.1282
H -4.170 -0.436 -1.201 0.0674
H -5.392 0.390 -2.321 0.0933
H -5.268 0.831 -0.523 0.1036
C -6.929 -2.562 -6.966 -0.1477
O -6.985 -3.032 -5.668 -0.1997
C -5.807 -3.070 -4.903 -0.1972
C -6.049 -2.772 -3.431 -0.2156
O -4.847 -3.117 -2.812 -0.1567
C -4.980 -3.815 -1.574 -0.1557
C -3.862 -4.906 -1.560 -0.1461
O -2.581 -4.206 -1.494 -0.2003
C -1.507 -4.709 -0.688 -0.1189
H -6.462 -3.319 -7.651 0.0927
H -6.480 -1.475 -6.994 0.1218
H -7.961 -2.535 -7.361 0.0819
H -5.001 -2.370 -5.334 0.1510
H -5.409 -4.072 -4.872 0.1204
H -6.883 -3.381 -3.036 0.1213
H -6.313 -1.707 -3.075 0.1348
H -5.954 -4.309 -1.484 0.1233
H -4.812 -3.215 -0.765 0.0885
H -3.853 -5.513 -2.470 0.1175
H -4.037 -5.585 -0.680 0.1298
H -0.570 -4.703 -1.308 0.0913
H -1.681 -5.766 -0.367 0.0916
H -1.412 -4.153 0.223 0.0490
C 5.362 -7.166 -2.679 -0.1282
O 4.208 -7.503 -1.986 -0.1825
C 4.068 -6.715 -0.830 -0.2134
C 2.721 -6.974 -0.180 -0.1429
O 2.462 -6.101 0.942 -0.1167
C 1.114 -5.924 1.186 -0.2474
C 0.887 -5.242 2.479 -0.1974
O 1.584 -5.985 3.480 -0.1703
C 2.338 -5.238 4.344 -0.1363
H 6.238 -7.511 -2.097 0.0979
H 5.446 -6.138 -2.966 0.0634
H 5.254 -7.690 -3.692 0.1155
H 4.053 -5.663 -1.179 0.0930
H 4.963 -6.778 -0.150 0.1485
H 2.769 -7.986 0.148 0.1216
H 1.960 -6.786 -0.932 0.1285
H 0.609 -6.934 1.365 0.1549
H 0.594 -5.479 0.345 0.0833
H -0.203 -5.208 2.697 0.1401
H 1.166 -4.189 2.417 0.1119
H 2.899 -5.949 4.946 0.0902
H 1.914 -4.519 4.953 0.0543
H 3.075 -4.672 3.635 0.1225
C -0.130 1.050 0.503 -0.0152
N -0.479 -0.382 0.610 -0.1296
C 0.512 -1.350 1.064 -0.0361
C -1.760 -0.731 0.741 -0.3354
O -2.140 -1.875 1.046 -0.0170
H -0.372 1.677 1.342 0.0501
H -0.691 1.517 -0.358 0.0892
H 0.958 1.097 0.281 0.0782
H 0.559 -2.201 0.471 0.0459
H 1.533 -0.893 0.949 0.0817
H 0.379 -1.648 2.127 0.1033
H -2.480 -0.010 0.380 0.1189